C5H8BrI as an isolated structure at a distorted geometry, computed with ωB97M-V with the def2-TZVPD basis set.

Last column: Mulliken charge in e.
Element x y z (Å)
C 0.12258 0.44739 0.43156  -0.66
C 2.98442 0.69945 -0.24430  -0.12
C -1.71164 -1.26097 0.17622  -1.24
C -0.33586 0.66214 -1.02622  -0.60
C -1.28484 0.21615 0.13030  0.30
Br 3.50406 1.83880 1.10195  0.02
I 3.96511 -1.17990 -0.27369  0.10
H 0.56800 -0.45498 0.86439  0.28
H -1.39933 -1.94626 1.02852  0.29
H -1.34488 -1.69613 -0.71682  0.33
H -2.83592 -1.25991 0.19151  0.31
H -0.27217 1.66837 -1.32379  0.25
H -0.23280 0.00262 -1.92623  0.19
H 0.36071 1.30918 1.02183  0.28
H -2.08743 0.95403 0.56476  0.29

## Properties
Highest occupied orbital energy   -8.80 eV
Frontier orbital gap   7.49 eV
Spin multiplicity   1
Relative energy (zero: lowest compared OMol25 entry of this formula, charge and spin)   89.3 kcal/mol
E_tot   -3066.83298 Eh


A 3-piece molecular cluster, C22H40O9 overall at a distorted geometry, computed with ωB97M-V with the def2-TZVPD basis set.

Last column: Mulliken charge in e.
Element x y z (Å)
C 3.66501 -2.62845 3.15373  -1.24
C 2.78392 -3.52100 2.23595  -0.33
C 3.39278 -3.63696 0.81105  -0.78
C 2.43976 -3.17596 -0.33131  -0.89
C 3.02005 -2.05892 -1.21204  -0.76
C 2.81356 -0.59785 -0.71740  -0.38
C 1.95692 -0.42128 0.52492  -0.40
C 0.46833 -0.54508 0.25713  -0.68
O -0.07685 0.77679 0.07056  -0.26
C -1.37422 0.77004 -0.26510  0.46
O -1.72199 1.35867 -1.19302  -0.51
O -2.19477 0.10532 0.56038  -0.25
C -3.12714 -0.71776 -0.20818  -0.49
C -3.86159 -1.61420 0.79905  -0.58
C -5.36158 -1.76839 0.43962  -0.63
C -5.80979 -3.22912 0.19952  -0.42
C -7.00905 -3.62284 1.06709  -1.34
H 3.16326 -1.72793 3.49540  0.28
H 3.93272 -3.21181 4.03296  0.32
H 4.60561 -2.33808 2.69687  0.33
H 1.83681 -2.99516 2.13663  0.11
H 2.55926 -4.48126 2.68316  0.55
H 3.60568 -4.69207 0.65325  0.30
H 4.34400 -3.12452 0.70789  0.45
H 1.44436 -2.98434 0.06294  0.36
H 2.33630 -4.04485 -0.97964  0.50
H 4.08513 -2.24231 -1.27960  0.42
H 2.61809 -2.15334 -2.21870  0.35
H 2.44781 0.00964 -1.54428  0.21
H 3.79916 -0.20458 -0.47268  0.33
H 2.27986 -1.03703 1.35446  -0.16
H 2.08768 0.61025 0.85243  0.54
H 0.26623 -1.19307 -0.59917  0.41
H -0.02656 -1.00098 1.11421  0.38
H -2.56765 -1.34432 -0.89608  0.26
H -3.81616 -0.06696 -0.72947  0.36
H -3.80300 -1.10853 1.75770  0.30
H -3.38818 -2.58567 0.82000  0.40
H -5.60776 -1.17929 -0.44156  0.36
H -5.96056 -1.38214 1.26047  0.36
H -6.07796 -3.41491 -0.83771  0.30
H -4.97385 -3.88691 0.43031  0.30
H -7.32419 -4.62943 0.80383  0.38
H -7.83187 -2.95732 0.81483  0.34
H -6.78554 -3.57340 2.12756  0.36
C -2.52175 3.75251 0.91518  -1.19
C -2.49033 4.46447 2.24522  0.52
C -3.71616 4.24566 3.09774  -0.45
O -3.77938 5.45496 3.86129  -0.35
C -3.16895 6.42935 3.13212  0.63
O -3.21038 7.58754 3.38766  -0.52
O -2.50975 5.89066 2.07161  -0.37
H -1.58901 3.91413 0.37480  0.35
H -2.66297 2.68059 1.04924  0.19
H -3.32277 4.14075 0.28470  0.32
H -1.57903 4.20439 2.79136  0.25
H -3.62443 3.38332 3.75485  0.31
H -4.63416 4.15408 2.51162  0.32
C 5.09269 3.72946 -4.00016  -1.45
C 5.10040 2.28483 -4.43754  0.49
C 3.73076 1.65876 -4.54329  -0.45
O 4.00298 0.27993 -4.26860  -0.30
C 5.12146 0.23211 -3.49554  0.67
O 5.50917 -0.73938 -2.93396  -0.52
O 5.72542 1.44883 -3.45059  -0.35
H 6.10646 4.13004 -3.99186  0.36
H 4.48587 4.33677 -4.67225  0.37
H 4.70505 3.82333 -2.98498  0.35
H 5.65732 2.17569 -5.37240  0.24
H 3.28985 1.77187 -5.53136  0.33
H 3.02957 2.03270 -3.79285  0.28

## Properties
Highest occupied orbital energy   -10.56 eV
SMILES   CCCCCCCCOC(=O)OCCCCC.C[C@@H]1COC(=O)O1.C[C@@H]1COC(=O)O1
Frontier orbital gap   11.09 eV
Spin multiplicity   1
Relative energy (zero: lowest compared OMol25 entry of this formula, charge and spin)   0.0 kcal/mol
E_tot   -1539.42755 Eh


C57H70N5O6ScSe as an isolated structure, computed with ωB97M-V with the def2-TZVPD basis set.

Last column: Mulliken charge in e.
Element x y z (Å)
Sc -0.71005 -1.22586 1.21074  -1.43
C 1.54285 -4.99833 1.22339  -2.06
C 2.56246 -3.94125 0.89964  2.10
C 3.69136 -4.28499 0.16689  -0.86
C 4.66307 -3.34587 -0.14558  -1.22
C 4.51785 -2.05254 0.32351  -0.28
C 3.41658 -1.68369 1.09100  0.92
C 3.36876 -0.31005 1.69719  -1.23
C 2.40900 -2.61822 1.34969  -1.16
N 1.24933 -2.25661 2.08792  1.46
C 1.17128 -2.85018 3.28017  -0.55
O 2.02570 -3.54416 3.84874  -0.79
C -0.12497 -2.61896 4.00777  0.75
C -0.56324 -3.58839 4.89745  -0.67
C -1.74386 -3.36239 5.57771  -0.92
C -2.36996 -2.13584 5.42521  -1.03
C -1.84429 -1.20709 4.54052  0.64
N -0.77084 -1.47407 3.78267  1.11
C -2.44080 0.19785 4.57414  -0.39
O -3.46995 0.34228 5.27831  -0.85
N -1.74698 1.11399 3.94045  0.92
C -1.92920 2.44663 4.25898  -1.11
C -1.68037 2.94175 5.55970  1.85
C -1.35882 1.99265 6.67668  -1.96
C -1.72031 4.31235 5.79420  -0.83
C -2.03563 5.21543 4.78825  -0.85
C -2.32400 4.72510 3.51971  -0.52
C -2.26471 3.36740 3.24025  0.72
C -2.56360 2.83854 1.86999  -1.06
H 1.58945 -5.81399 0.49840  0.51
H 0.53159 -4.58710 1.22632  0.22
H 1.73054 -5.40109 2.22151  0.48
H 3.80745 -5.31420 -0.15991  0.54
H 5.52446 -3.62344 -0.74324  0.32
H 5.28068 -1.30869 0.11552  0.51
H 3.86638 0.42011 1.05492  0.31
H 3.87007 -0.30911 2.66966  0.49
H 2.35315 0.02418 1.87895  -0.64
H 0.02252 -4.48862 5.01101  0.53
H -2.15754 -4.11573 6.23828  0.38
H -3.25821 -1.85206 5.97078  0.51
H -0.64831 1.23343 6.33841  0.26
H -2.25676 1.45713 6.99237  0.42
H -0.93260 2.52712 7.52984  0.44
H -1.50411 4.67771 6.79486  0.32
H -2.06837 6.28019 4.99075  0.35
H -2.60830 5.41238 2.72760  0.36
H -2.61077 3.63819 1.12799  0.38
H -3.50238 2.27867 1.85195  0.34
H -1.79538 2.12455 1.58234  -0.34
C 5.56344 0.54475 -2.59811  -1.71
C 4.44101 0.17650 -3.57862  2.13
C 5.00452 -0.82130 -4.59071  -2.23
C 3.99905 1.43675 -4.33631  -1.73
C 3.25588 -0.39838 -2.80394  -0.62
C 2.61363 0.37027 -1.83612  -0.47
C 1.55863 -0.14345 -1.11504  0.34
Se 0.62643 1.04687 0.09530  -0.31
C -0.74187 1.40300 -1.19954  0.26
C -0.59447 2.38421 -2.15456  -0.87
C -1.53039 2.51625 -3.17607  -0.30
C -2.56580 1.58129 -3.20728  -0.18
C -2.74708 0.58485 -2.25077  -0.67
C -1.84011 0.51980 -1.16295  0.33
O -1.98017 -0.30058 -0.16540  1.41
C -3.85577 -0.46108 -2.37428  2.49
C -4.70379 -0.26826 -3.63184  -2.70
C -4.78357 -0.38890 -1.15291  -1.30
C -3.21542 -1.85754 -2.44280  -1.13
C -1.37879 3.63988 -4.20005  2.34
C -2.52819 3.66397 -5.20860  -2.34
C -0.06424 3.46468 -4.97404  -1.67
C -1.35985 4.99352 -3.47420  -1.75
C 1.06858 -1.47019 -1.28375  0.04
O 0.13215 -1.92626 -0.49119  0.84
C 1.64732 -2.21311 -2.34213  0.58
C 2.72289 -1.65736 -3.03738  -0.38
C 1.10186 -3.55210 -2.88211  2.69
C 0.03864 -4.21379 -1.99978  -1.75
C 2.23547 -4.57351 -3.07319  -1.69
C 0.46173 -3.27034 -4.25209  -1.75
H 6.40480 1.00381 -3.12868  0.50
H 5.21136 1.24536 -1.83871  0.26
H 5.92150 -0.34979 -2.08310  0.28
H 5.88041 -0.39128 -5.08492  0.44
H 5.31033 -1.74771 -4.09884  0.39
H 4.26814 -1.06813 -5.35954  0.36
H 4.83169 1.85610 -4.91177  0.50
H 3.18250 1.20074 -5.02279  0.33
H 3.64003 2.20427 -3.64803  0.30
H 2.91665 1.39358 -1.63942  0.57
H 0.27488 3.03333 -2.10488  0.28
H -3.27159 1.62667 -4.02464  0.60
H -5.21333 0.69987 -3.63273  0.42
H -4.10328 -0.34820 -4.54232  0.40
H -5.46816 -1.04886 -3.66331  0.48
H -5.23372 0.60558 -1.07314  0.34
H -5.58674 -1.12779 -1.24364  0.50
H -4.22189 -0.59019 -0.24473  -0.41
H -2.57338 -1.93443 -3.32534  0.11
H -2.60816 -2.04628 -1.55904  -0.26
H -3.98788 -2.63091 -2.50466  0.53
H -2.55018 2.75246 -5.81061  0.38
H -3.49303 3.76943 -4.70789  0.42
H -2.40102 4.51235 -5.88695  0.45
H -0.04617 2.49384 -5.47445  0.33
H 0.04733 4.24849 -5.73149  0.47
H 0.79765 3.50920 -4.30569  0.30
H -2.27244 5.12029 -2.88757  0.35
H -0.51349 5.06300 -2.78895  0.32
H -1.28874 5.81738 -4.19250  0.45
H 3.15929 -2.25814 -3.82466  0.28
H 0.42620 -4.42782 -1.00675  0.11
H -0.83913 -3.58428 -1.87687  -0.20
H -0.26684 -5.15561 -2.46923  0.63
H 2.78803 -4.70245 -2.14371  0.07
H 1.81054 -5.53909 -3.36604  0.53
H 2.94158 -4.27408 -3.85179  0.28
H -0.35936 -2.55735 -4.14752  0.22
H 1.18890 -2.84731 -4.95008  0.22
H 0.06498 -4.19629 -4.68279  0.48
C -4.44569 -1.35330 2.38657  -1.14
O -3.07211 -1.37929 1.99779  0.80
C -2.47725 -2.60013 1.56329  0.21
O -3.13106 -3.60934 1.56873  -0.78
H -4.88179 -2.33915 2.22448  0.37
H -4.96117 -0.61328 1.77279  0.23
H -4.52157 -1.06384 3.43313  0.22
C 1.24598 4.31552 2.19743  -1.15
C 1.31409 3.26077 3.24941  0.17
N 1.32775 1.97067 3.04184  0.16
C 1.40931 1.38409 4.28827  -0.20
C 1.44996 2.33762 5.25351  -0.97
N 1.41299 3.54432 4.57957  0.14
H 1.13995 3.82804 1.23105  -0.04
H 2.15257 4.92606 2.19169  0.42
H 0.38632 4.96984 2.35793  0.26
H 1.39456 0.31099 4.39837  0.11
H 1.51214 2.28035 6.32661  0.49
H 1.20479 4.43483 4.99404  0.36

## Properties
Highest occupied orbital energy   -2.58 eV
Frontier orbital gap   6.42 eV
Spin multiplicity   1
Relative energy (zero: lowest compared OMol25 entry of this formula, charge and spin)   12.4 kcal/mol
E_tot   -6101.72887 Eh
Total charge   -2